{
  "formula": "C14H21N4O2S2V",
  "method": "ωB97M-V with the def2-TZVPD basis set",
  "symbols": ["H", "H", "C", "N", "H", "H", "C", "C", "H", "N", "H", "H", "H", "H", "N", "S", "C", "C", "C", "H", "C", "H", "H", "C", "C", "H", "C", "H", "C", "C", "V", "C", "H", "H", "H", "O", "O", "H", "H", "S", "H", "C", "H", "N"],
  "coordinates": [[3.2519, -1.1477, -3.1024], [2.8150, 0.6653, -1.4882], [-1.9593, 4.8228, 0.4921], [-1.4578, -1.3148, -1.6057], [-1.6271, -2.2951, -1.3965], [-0.1329, -1.6681, -4.7216], [1.7764, -3.8259, 2.5536], [1.1405, -0.5570, -3.3400], [0.2144, -2.5563, -3.2702], [-0.3028, 0.4260, 1.5585], [1.5232, -0.1552, -4.2710], [-2.5023, 6.0878, 2.1460], [-0.5756, 1.3050, 3.0836], [1.8674, -4.9056, 2.4515], [0.2279, -0.7268, 0.9364], [0.3403, -1.6886, 3.4230], [-2.1059, 5.1246, 1.8484], [2.3486, -1.1042, -2.5013], [-1.0815, 2.6495, 1.1016], [-2.2430, 5.5416, -0.2646], [-0.0291, -1.5579, -3.6443], [-2.2442, -0.8014, -1.2183], [-2.1885, -1.6861, -3.5931], [-1.7527, 4.2140, 2.8200], [-1.3987, -1.1318, -3.0923], [2.1553, -2.1331, -2.1782], [0.7684, -3.4407, 3.6229], [1.1937, -3.5606, 4.6186], [-1.4461, 3.5964, 0.1351], [0.5186, -1.7098, 1.6988], [0.4402, -0.5840, -0.9883], [-1.2431, 2.9663, 2.4625], [0.7268, 0.3430, -2.8323], [2.7556, -3.3934, 2.7432], [-1.5626, -0.0759, -3.2976], [-0.2975, 1.1726, -0.6153], [-0.9142, 2.1390, 3.4702], [3.2055, -0.6709, -0.6344], [-1.3135, 3.3375, -0.9065], [1.1287, -3.1856, 0.9816], [-0.1362, -4.0403, 3.5468], [-0.5370, 1.3630, 0.6571], [-1.8601, 4.4395, 3.8732], [2.5131, -0.2773, -1.2624]],
  "atomic_forces_ev_per_a": [[0.097, 0.049, -0.068], [0.003, 0.013, -0.025], [0.015, -0.031, 0.058], [-0.244, -0.228, -0.662], [-0.045, -0.010, 0.007], [0.033, 0.008, -0.059], [-0.060, -0.017, -0.015], [-0.147, -0.370, 0.299], [0.033, -0.045, 0.019], [0.188, -0.348, -0.322], [-0.007, 0.101, -0.069], [0.008, -0.027, -0.015], [-0.071, -0.002, 0.018], [0.000, -0.009, 0.021], [-0.351, 0.501, 1.444], [0.024, 0.015, 0.102], [-0.037, 0.055, -0.022], [-0.113, 0.237, -0.006], [0.007, -0.034, -0.005], [0.016, -0.016, 0.022], [0.075, 0.199, 0.049], [0.039, 0.068, 0.020], [-0.070, -0.098, -0.013], [-0.045, 0.083, -0.046], [0.147, -0.066, 0.179], [-0.029, -0.030, 0.055], [0.098, -0.050, 0.042], [-0.012, -0.010, -0.005], [-0.013, 0.031, -0.017], [-0.114, 0.036, 0.323], [0.161, -0.087, -0.927], [0.080, -0.036, 0.134], [0.094, 0.014, -0.222], [0.022, 0.026, 0.017], [-0.035, 0.094, 0.009], [-0.356, 0.565, 0.677], [0.009, -0.018, -0.108], [-0.001, -0.058, -0.017], [0.003, -0.002, 0.011], [0.002, -0.079, -0.062], [-0.017, -0.021, 0.000], [0.144, -0.245, -0.300], [0.007, -0.016, -0.038], [0.461, -0.142, -0.482]],
  "mol_weight_g_mol": 392.43,
  "relative_energy_ev": 0.0000,
  "homo_lumo_gap_ev": [7.77, 7.77],
  "homo_ev": [-10.337, -10.366],
  "charge": 1,
  "multiplicity": 4
}

---

{
  "formula": "C14H16O",
  "method": "ωB97M-V with the def2-TZVPD basis set",
  "symbols": ["H", "H", "H", "C", "C", "H", "C", "H", "C", "H", "H", "H", "H", "C", "C", "C", "C", "O", "H", "C", "C", "H", "H", "H", "H", "C", "H", "C", "H", "C", "C"],
  "coordinates": [[-2.9156, -0.5856, -4.2055], [1.7250, -1.3041, 4.4117], [-0.8819, 2.3317, 0.5119], [-2.4215, -0.0200, -2.1364], [1.9673, 0.7428, 2.0782], [2.2417, 2.2290, 0.5420], [-2.6421, 1.2935, -2.1394], [1.7447, -2.7660, 1.6291], [-3.0805, -0.9090, -3.1102], [0.4532, -0.2489, 4.1611], [-2.9693, -1.9966, -2.8769], [-2.7553, 3.2226, -1.2834], [-4.1458, -0.7653, -3.1932], [-1.1115, 0.3787, -0.1434], [-1.4061, 1.7266, -0.2484], [1.9896, -1.6754, 1.4264], [0.9605, -1.0387, 3.6973], [3.4903, 0.7228, -1.1623], [1.8088, 1.4113, 2.9437], [-2.2567, 2.2278, -1.1613], [-1.5665, -0.4655, -1.1524], [3.8392, -0.0738, -1.6786], [0.5700, -1.9458, 3.4344], [3.0230, -2.0668, -0.4745], [-3.4406, 1.7089, -2.8719], [2.9576, 0.0946, -0.0013], [-0.5914, 0.0657, 0.6835], [2.4047, 1.1849, 0.8521], [-1.2872, -1.5466, -1.0865], [2.5911, -1.2409, 0.1695], [1.7051, -0.6917, 2.3849]],
  "atomic_forces_ev_per_a": [[0.829, -1.003, 1.465], [0.480, -0.095, 0.506], [-0.746, 0.086, -0.296], [0.898, -1.357, -0.017], [-0.455, -1.864, 1.045], [0.937, -0.653, 0.008], [-3.726, 4.137, -1.266], [0.367, 1.551, -0.461], [-0.470, -0.654, -2.247], [-1.503, 0.813, 0.094], [0.388, 0.908, -0.628], [1.235, -0.754, 0.625], [-0.742, 0.208, 0.940], [-1.314, 0.449, -2.971], [1.653, 0.956, 3.011], [-0.041, 1.190, -0.135], [4.085, 0.654, -1.305], [0.608, -3.890, 0.131], [-0.412, -0.072, -0.847], [-1.282, -0.073, -2.561], [0.795, -2.051, 1.607], [-0.503, 1.868, 0.479], [-2.363, -2.033, 0.076], [-0.720, 1.277, 0.424], [1.463, -0.823, 0.935], [-2.547, 3.414, -0.672], [1.500, -0.970, 1.530], [0.407, -2.786, 0.270], [-0.409, 0.919, -0.117], [1.528, -0.950, 1.067], [0.059, 1.599, -0.688]],
  "mol_weight_g_mol": 200.28,
  "relative_energy_ev": 2.7875,
  "homo_lumo_gap_ev": 9.15,
  "homo_ev": -8.303
}

---

{
  "formula": "C4H7N3",
  "method": "ωB97M-V with the def2-TZVPD basis set",
  "symbols": ["N", "N", "C", "H", "H", "N", "H", "H", "H", "C", "C", "H", "H", "C"],
  "coordinates": [[-0.6613, 1.0297, -0.6262], [1.5810, 1.0321, -0.2790], [0.5759, 1.6464, -0.7283], [0.3436, -1.4608, 1.6937], [0.4860, 2.4518, -1.4148], [1.5308, 0.0855, 0.6701], [-1.0647, 1.1728, -1.4746], [-1.4364, -2.2014, 0.3141], [0.0295, 0.3210, 1.8199], [-1.3489, -1.3947, -0.4687], [0.2883, -0.4506, 1.0885], [2.4217, -0.6573, 0.7986], [-2.0758, -1.2675, -1.3092], [-0.6697, -0.3070, -0.0843]],
  "atomic_forces_ev_per_a": [[-0.152, -2.221, 3.244], [3.095, 1.665, 0.192], [-0.365, -2.458, 0.815], [-0.070, 1.874, -1.856], [1.218, 0.801, -0.371], [4.445, -3.544, 0.001], [-2.317, -0.120, -2.587], [0.145, 0.639, -1.517], [-1.007, -0.338, 0.507], [-1.359, 0.795, 0.159], [-1.344, 0.553, 1.546], [-3.051, 3.310, -1.231], [0.631, -0.692, 0.791], [0.131, -0.265, 0.306]],
  "mol_weight_g_mol": 97.12,
  "relative_energy_ev": 3.3947,
  "homo_lumo_gap_ev": 8.48,
  "homo_ev": -7.511
}

---

{
  "formula": "C5H4O2",
  "method": "ωB97M-V with the def2-TZVPD basis set",
  "symbols": ["C", "H", "O", "H", "C", "C", "C", "H", "O", "C", "H"],
  "coordinates": [[0.6348, 0.8028, -1.0061], [1.4719, 1.7468, 0.7504], [-1.6734, -1.4877, 0.5511], [-0.2706, 0.3731, 2.1246], [0.8807, 0.9257, 0.3374], [-0.3704, -0.1630, -1.0355], [-0.7913, -0.7081, 0.3083], [-0.2016, -0.0044, -2.7193], [-0.8101, -0.5670, -2.1940], [0.2223, -0.0744, 1.2568], [0.9077, -0.8439, 1.6263]],
  "atomic_forces_ev_per_a": [[0.081, 0.030, 0.451], [-0.116, -0.198, 0.042], [0.388, 0.376, -0.153], [0.076, -0.027, -0.023], [0.031, 0.123, 0.139], [0.235, 0.289, -0.287], [-0.270, -0.310, 0.154], [-0.266, -0.189, -0.887], [-0.038, -0.126, 0.453], [-0.091, -0.037, 0.132], [-0.029, 0.071, -0.022]],
  "mol_weight_g_mol": 96.08,
  "relative_energy_ev": 3.3251,
  "homo_lumo_gap_ev": [7.12, 7.12],
  "homo_ev": [-8.631, -8.630]
}

---

{
  "formula": "C8H10I2",
  "method": "ωB97M-V with the def2-TZVPD basis set",
  "symbols": ["I", "H", "H", "H", "C", "H", "C", "H", "H", "C", "C", "H", "H", "I", "C", "H", "C", "C", "C", "H"],
  "coordinates": [[-4.5637, -0.5016, -1.9758], [-3.8936, 2.3344, -3.3242], [-2.4584, 1.2768, -3.5001], [-2.3367, 2.8050, -2.5731], [1.5252, -2.1241, 1.9565], [1.1760, -0.8522, 3.6726], [2.3030, 0.1580, 2.1252], [3.4082, 0.9141, 0.4247], [0.9935, -2.9819, 2.3890], [-2.9943, 1.9524, -2.8124], [2.7744, -1.1356, 0.1388], [2.3834, 1.0958, 2.6905], [3.2256, -1.2157, -0.8589], [-4.3238, 2.5129, -0.1472], [1.6273, -0.9322, 2.6748], [2.0183, -3.1637, 0.1232], [-3.3622, 1.2120, -1.5436], [2.8765, 0.0563, 0.8572], [2.0987, -2.2258, 0.6885], [-2.4773, 0.8152, -1.0056]],
  "atomic_forces_ev_per_a": [[0.009, 0.009, 0.004], [0.374, -0.163, 0.220], [-0.203, 0.230, 0.245], [-0.245, -0.297, -0.075], [-0.074, -0.116, 0.059], [0.219, -0.039, -0.484], [0.009, 0.129, 0.076], [-0.254, -0.415, 0.210], [0.258, 0.416, -0.210], [0.086, 0.171, -0.293], [0.057, -0.009, -0.137], [-0.039, -0.455, -0.273], [-0.216, 0.037, 0.483], [0.008, -0.008, -0.007], [-0.063, 0.011, 0.135], [0.039, 0.454, 0.275], [0.614, -0.256, 0.340], [0.068, 0.118, -0.061], [-0.014, -0.128, -0.079], [-0.634, 0.310, -0.427]],
  "mol_weight_g_mol": 359.98,
  "relative_energy_ev": 0.3785,
  "homo_lumo_gap_ev": 9.26,
  "homo_ev": -9.225
}